(1)
This record from the OMol25 dataset describes a molecular structure, C42H64AsClO6PRuS2Se. The level of theory is ωB97M-V/def2-TZVPD.

The geometry in XYZ format:
```
119
Properties=species:S:1:pos:R:3
Ru -0.46 -0.43 -0.04
O 0.13 0.05 2.32
H -0.76 0.27 2.64
H 0.61 0.88 2.21
O -2.33 0.58 -3.62
Se -1.42 1.19 -2.41
O -2.15 0.79 -0.93
O 0.01 0.36 -2.24
O -1.17 2.80 -2.47
O 1.41 0.99 0.20
S 2.27 1.44 -0.99
C 3.97 1.51 -0.33
C 4.17 2.20 0.98
C 3.86 1.55 2.18
C 4.10 2.16 3.40
C 4.65 3.44 3.44
C 4.95 4.10 2.26
C 4.71 3.48 1.04
C 1.86 3.18 -1.15
C 2.69 3.88 -2.20
C 2.91 3.31 -3.45
C 3.67 3.97 -4.40
C 4.21 5.22 -4.11
C 3.97 5.81 -2.88
C 3.22 5.14 -1.92
H 4.55 1.96 -1.14
H 4.22 0.45 -0.26
H 3.45 0.54 2.15
H 3.86 1.64 4.32
H 4.84 3.92 4.39
H 5.38 5.09 2.28
H 4.97 3.99 0.11
H 1.97 3.61 -0.15
H 0.80 3.16 -1.43
H 2.47 2.35 -3.69
H 3.84 3.52 -5.37
H 4.80 5.74 -4.86
H 4.38 6.78 -2.65
H 3.02 5.60 -0.96
C -5.82 -0.97 0.73
As -4.18 -0.25 0.00
C -4.49 1.63 0.22
C -4.32 -0.83 -1.82
S -2.71 -1.14 1.26
H -6.69 -0.52 0.24
H -5.85 -0.77 1.80
H -5.83 -2.04 0.57
H -5.51 1.84 -0.09
H -3.78 2.21 -0.36
H -4.37 1.83 1.28
H -5.31 -0.53 -2.16
H -4.25 -1.91 -1.80
H -3.54 -0.40 -2.45
Cl 0.84 4.86 2.98
C 0.26 5.47 1.45
C 0.69 6.71 1.04
C 0.24 7.22 -0.18
C -0.63 6.47 -0.97
C -1.06 5.23 -0.55
C -0.62 4.67 0.68
C -1.04 3.39 1.07
H 1.36 7.28 1.66
H 0.57 8.20 -0.50
H -0.97 6.86 -1.92
H -1.69 4.62 -1.19
H -1.70 2.80 0.45
H -0.68 2.96 2.00
C -1.95 -6.23 1.70
C -2.82 -5.29 0.87
C -1.96 -4.51 -0.15
C -0.54 -4.24 0.39
C -0.61 -4.08 1.92
C -0.97 -5.42 2.57
P 0.22 -2.78 -0.40
C 2.05 -2.91 -0.09
C 2.48 -2.14 1.18
C 3.94 -2.46 1.51
C 4.10 -3.94 1.92
C 3.02 -4.83 1.29
C 2.66 -4.34 -0.11
C 0.13 -3.01 -2.23
C -1.25 -2.68 -2.83
C -1.11 -2.43 -4.34
C 0.01 -3.28 -4.96
C 0.14 -4.61 -4.21
C 0.64 -4.36 -2.77
H -1.39 -6.88 1.02
H -2.56 -6.88 2.32
H -3.33 -4.59 1.54
H -3.59 -5.85 0.34
H -2.45 -3.55 -0.36
H -1.90 -5.06 -1.08
H 0.10 -5.10 0.17
H -1.36 -3.32 2.15
H 0.33 -3.71 2.34
H -1.42 -5.23 3.55
H -0.06 -6.00 2.75
H 2.46 -2.36 -0.95
H 1.85 -2.40 2.03
H 2.34 -1.08 1.01
H 4.29 -1.81 2.32
H 4.56 -2.24 0.64
H 4.05 -4.03 3.01
H 5.09 -4.29 1.62
H 2.12 -4.84 1.91
H 3.37 -5.86 1.24
H 1.99 -5.05 -0.59
H 3.57 -4.33 -0.72
H 0.80 -2.21 -2.56
H -1.67 -1.79 -2.35
H -1.94 -3.50 -2.64
H -0.93 -1.37 -4.51
H -2.06 -2.66 -4.82
H 0.96 -2.75 -4.91
H -0.20 -3.46 -6.02
H 0.81 -5.29 -4.73
H -0.84 -5.10 -4.18
H 1.73 -4.37 -2.77
H 0.31 -5.18 -2.13
```

Computed properties:
**Total energy**: -229123.878 eV
**Energy above the lowest of the compared OMol25 structures with the same formula, charge and spin**: 0.00 kcal/mol
**LUMO energy (spin up / spin down)**: 0.5 / -0.6 eV
**Frontier orbital gap (spin up / spin down)**: 7.52 / 7.43 eV
**Charge**: 0
**Spin multiplicity**: 6
**HOMO energy (spin up / spin down)**: -7.052 / -7.988 eV
**Strongest force on any atom**: 1.0 eV/A

These are the Löwdin partial charges, in e, on atoms 1 to 8: 1.01 -0.15 0.01 0.03 -0.46 0.79 -0.74 -0.59

---

(2)
This record from the OMol25 dataset describes a molecular structure, C17H39Br14InOPS. The level of theory is ωB97M-V/def2-TZVPD.

The geometry in XYZ format:
```
74
Properties=species:S:1:pos:R:3
C 2.18 -0.90 1.06
C 1.00 -1.12 0.08
O 0.00 -1.83 0.74
C -1.05 -2.20 -0.21
In -3.08 -2.26 0.72
P -4.22 0.06 0.89
S -5.04 0.70 -0.78
H 2.22 -1.73 1.77
H 3.12 -0.81 0.53
H 2.03 0.03 1.62
H 1.36 -1.61 -0.83
H 0.60 -0.14 -0.21
H -0.81 -3.23 -0.53
H -0.97 -1.56 -1.10
H -4.10 -3.46 -0.11
H -2.84 -2.74 2.44
H -3.31 1.05 1.36
H -5.21 -0.09 1.92
Br 0.86 0.83 6.82
C 1.02 -0.45 5.36
C 0.18 -0.05 4.17
Br -1.70 -0.44 4.47
H 0.76 -1.42 5.76
H 2.08 -0.45 5.10
H 0.45 -0.64 3.30
H 0.26 1.00 3.94
Br -2.71 -5.98 -1.28
C -2.22 -7.39 -0.02
C -3.42 -7.99 0.67
Br -4.07 -6.81 2.07
H -1.51 -6.95 0.68
H -1.72 -8.14 -0.62
H -3.14 -8.91 1.18
H -4.25 -8.18 0.00
Br 0.21 -1.34 -4.16
C -0.12 0.55 -4.49
C -0.44 1.28 -3.21
Br -2.26 0.96 -2.59
H -0.91 0.61 -5.23
H 0.80 0.93 -4.91
H -0.39 2.36 -3.37
H 0.22 1.01 -2.39
Br 2.58 4.49 -3.22
C 3.17 3.42 -4.74
C 2.56 3.92 -6.02
Br 0.68 3.43 -6.12
H 2.89 2.39 -4.51
H 4.25 3.51 -4.76
H 3.04 3.46 -6.88
H 2.61 5.00 -6.12
Br -0.75 -5.46 3.05
C 0.81 -4.45 3.59
C 2.02 -4.82 2.78
Br 2.78 -6.53 3.33
H 0.95 -4.62 4.66
H 0.55 -3.41 3.42
H 2.82 -4.09 2.93
H 1.80 -4.90 1.72
Br 3.85 5.19 0.39
C 2.63 6.67 0.72
C 2.23 7.36 -0.55
Br 3.66 8.50 -1.23
H 3.12 7.34 1.43
H 1.76 6.22 1.20
H 1.39 8.02 -0.38
H 1.99 6.66 -1.35
Br -0.47 2.01 0.19
C -1.56 3.63 0.26
C -2.04 4.01 -1.12
Br -0.63 4.83 -2.18
H -0.95 4.40 0.73
H -2.40 3.38 0.90
H -2.83 4.76 -1.05
H -2.41 3.15 -1.68
```

Computed properties:
**Total energy**: -1026202.318 eV
**LUMO energy**: 1.6 eV
**Frontier orbital gap**: 5.99 eV
**Charge**: -1
**HOMO energy**: -4.374 eV
**Strongest force on any atom**: 1.0 eV/A

These are the Löwdin partial charges, in e, on atoms 1 to 8: -0.06 -0.35 -0.29 -0.31 0.23 0.07 -0.16 0.06